(1)
Here is H12O6 as an isolated structure in a non-equilibrium geometry from the Open Molecules 2025 dataset. Energies are from ωB97M-V/def2-TZVPD.

Structure (XYZ):
```
18
Properties=species:S:1:pos:R:3:forces:R:3:nbo_charge:R:1
O 1.4122 1.0091 -0.6269 0.3 8.1 -3.0 -0.874
H 1.8447 1.5811 -1.2609 0.3 0.2 -0.4 0.494
H 0.6953 1.5379 -0.2766 -0.3 -0.4 0.6 0.519
O -2.8109 -0.8260 0.5955 -4.5 -1.7 0.2 -1.020
H -1.9170 -0.4853 0.5635 0.1 -0.9 0.7 0.445
H -2.7088 -1.7451 0.8427 -0.2 -0.2 0.1 0.451
O 0.8455 -1.8220 1.7978 -1.8 -3.3 5.4 -1.006
H 1.1072 -1.4338 0.9629 -1.2 -0.6 1.8 0.429
H 1.6230 -1.7480 2.3511 -0.1 -0.1 0.4 0.430
O -0.8523 0.0671 0.3650 3.8 1.7 0.8 -0.914
H -0.0680 -0.2682 -0.0694 -0.3 -0.8 0.1 0.481
H -1.2654 0.6320 -0.2881 -0.1 0.0 0.1 0.483
O 1.5020 -0.8615 0.0979 4.0 -3.1 -4.6 -0.926
H 2.2089 -1.4568 -0.1514 0.1 -0.7 -0.1 0.482
H 1.6919 -0.0518 -0.3761 0.7 -0.5 0.1 0.468
O -1.0492 1.6447 -1.2808 -0.3 1.9 -2.0 -0.930
H -0.7217 2.5336 -1.1434 -0.3 0.5 0.1 0.481
H -1.5375 1.6931 -2.1026 -0.3 -0.1 -0.4 0.506
```
Forces are in eV/Å.

Output
* net charge: 0
* energy: -12474.0471 eV
* energy above the lowest of the compared OMol25 structures with the same formula, charge and spin: 681.83 kJ/mol

=====

(2)
Here is a 6-piece molecular cluster, H12O6 overall in a non-equilibrium geometry from the Open Molecules 2025 dataset. Energies are from ωB97M-V/def2-TZVPD.

Structure (XYZ):
```
18
Properties=species:S:1:pos:R:3:forces:R:3:nbo_charge:R:1
O 0.4748 0.3972 0.6710 0.2 -1.0 -1.8 -0.938
H -0.2657 1.0174 0.5389 0.5 -0.7 -0.1 0.466
H 0.5756 -0.1805 -0.1587 -0.6 1.5 1.8 0.470
O -1.0738 3.7551 -1.5378 -0.7 -2.9 -2.0 -0.932
H -1.4883 2.9384 -1.1771 0.5 1.2 -0.3 0.465
H -0.9883 4.3565 -0.8542 0.2 1.8 2.2 0.466
O -1.6126 -2.1764 1.4218 -2.9 0.5 -0.7 -0.947
H -0.8185 -2.5554 1.0720 0.3 -0.3 -0.8 0.472
H -2.3862 -2.2115 0.7511 2.5 -0.2 1.5 0.475
O 1.1122 2.6403 2.4925 -3.1 1.2 0.2 -0.910
H 1.9421 2.8669 2.1756 3.0 0.0 -0.8 0.460
H 0.6335 3.4393 2.1538 0.1 -1.1 0.7 0.451
O -0.7890 -0.6928 -2.4555 -2.8 -4.0 -0.2 -0.939
H -1.7434 -0.5199 -2.3638 0.8 0.2 -0.1 0.475
H -0.3228 0.0665 -2.3753 2.0 3.9 0.3 0.465
O 2.0860 -4.0990 -0.4810 3.3 -0.5 0.9 -0.941
H 1.3454 -4.1180 -1.0095 -2.7 0.2 -1.4 0.469
H 1.9361 -3.6952 0.3594 -0.5 0.4 0.5 0.472
```
Forces are in eV/Å.

Output
* net charge: 0
* energy: -12478.3863 eV
* energy above the lowest of the compared OMol25 structures with the same formula, charge and spin: 263.16 kJ/mol
* structure (SMILES): O.O.O.O.O.O